Record 1
{"formula": "C4H7NS3", "method": "ωB97M-V/def2-TZVPD", "smiles": "C=NS[C@@H](C=S)CS", "de_lowest_ev": 1.835, "e_lumo_ev": -0.524, "orbital_gap_ev": 8.2, "species": ["C", "C", "C", "C", "H", "H", "H", "H", "H", "H", "H", "N", "S", "S", "S"], "positions_angstrom": [[1.084398, 0.635483, -0.822591], [0.990091, -0.354378, 0.396050], [-2.580957, 0.978375, 1.288278], [0.376897, -1.650286, -0.039612], [1.931651, -0.495335, -2.665451], [0.190268, 0.579371, -1.437021], [1.132430, 1.641590, -0.426058], [1.912306, -0.627481, 0.923362], [-3.462774, 1.205321, 0.723057], [-2.576357, 1.149768, 2.407129], [0.365406, -2.402316, 0.761823], [-1.540948, 0.506681, 0.715835], [2.544721, 0.453600, -1.905212], [-0.172439, 0.266806, 1.674854], [-0.194694, -1.887198, -1.594442]], "atomic_forces_ev_per_a": [[0.77, 0.19, 1.17], [-1.03, 0.10, -1.52], [1.45, -0.40, 1.48], [-0.38, -0.35, -2.06], [0.46, 0.32, 0.19], [0.05, -0.12, 0.23], [0.11, 0.26, 0.10], [0.03, 0.62, -0.10], [-0.30, -0.03, -0.33], [-0.31, 0.02, -1.15], [-0.26, -0.02, -0.55], [-0.69, 0.48, -0.09], [-0.74, -0.59, -0.01], [0.32, -0.03, 0.15], [0.52, -0.46, 2.47]], "mulliken_charge": [-1.158, 0.233, -0.242, -0.367, 0.111, 0.524, 0.367, 0.318, 0.273, 0.163, 0.331, -0.202, -0.156, 0.005, -0.200]}



Record 2
{"formula": "CH2I2O", "method": "ωB97M-V/def2-TZVPD", "de_lowest_ev": 3.097, "e_lumo_ev": -1.752, "orbital_gap_ev": 7.3, "species": ["C", "O", "I", "I", "H", "H"], "positions_angstrom": [[0.301371, -1.039670, 0.706921], [0.183527, 1.981062, -0.513068], [1.156229, -2.897064, 0.374553], [-1.779242, -1.153481, 1.114265], [-0.662650, 1.671787, -0.589070], [0.800764, 1.437367, -1.093601]], "atomic_forces_ev_per_a": [[-0.44, -0.01, 0.08], [4.80, 0.64, -0.72], [-0.15, -0.01, 0.04], [0.61, -0.07, -0.13], [-3.22, -1.51, -0.52], [-1.60, 0.96, 1.24]], "mulliken_charge": [-0.223, -0.617, 0.140, 0.092, 0.282, 0.326]}



Record 3
{"formula": "C2H4N2O", "method": "ωB97M-V/def2-TZVPD", "smiles": "[H]/N=C/NC=O", "de_lowest_ev": 0.836, "e_lumo_ev": 0.872, "orbital_gap_ev": 10.4, "species": ["C", "C", "H", "H", "H", "H", "N", "N", "O"], "positions_angstrom": [[-0.824449, 0.395272, 0.052866], [1.361427, -0.436265, -0.088729], [-2.313878, -0.959964, -0.008264], [-1.362699, 1.242071, 0.490224], [0.875090, 1.515007, -0.319851], [0.589709, -1.341794, 0.099965], [-1.344090, -0.749793, -0.106686], [0.493952, 0.631615, -0.159224], [2.524935, -0.296152, 0.039697]], "atomic_forces_ev_per_a": [[-2.62, -0.13, 0.60], [-3.48, -1.55, 1.69], [-0.54, 0.75, 0.65], [-0.06, 0.21, -0.40], [0.36, 1.64, 0.12], [2.55, 0.90, -0.70], [1.42, -0.20, -0.90], [0.33, -1.23, -0.54], [2.04, -0.40, -0.52]], "mulliken_charge": [0.093, 0.073, 0.216, 0.354, 0.194, 0.308, -0.625, -0.116, -0.496]}



Record 4
{"formula": "C6H6N2O4", "method": "ωB97M-V/def2-TZVPD", "smiles": "O=[N+]([O-])c1cccnc1C(O)O", "de_lowest_ev": 2.860, "e_lumo_ev": -0.589, "orbital_gap_ev": 9.8, "species": ["C", "C", "C", "C", "C", "C", "N", "N", "O", "O", "O", "O", "H", "H", "H", "H", "H", "H"], "positions_angstrom": [[-1.298484, 2.010290, -0.121728], [-0.845870, 1.340321, -1.191524], [-1.238867, 1.440837, 1.122619], [-0.139123, 0.184660, -0.974509], [-0.127326, -0.328621, 0.300074], [0.737221, -1.713844, 0.673859], [-0.610839, 0.276773, 1.312252], [0.528103, -0.442329, -2.107948], [1.035094, 0.375893, -2.815322], [0.519469, -1.648150, -2.215582], [2.146627, -1.425242, 0.536212], [0.427639, -2.051809, 2.025310], [-1.910518, 2.968760, -0.322894], [-0.755644, 1.837585, -2.157204], [-1.700258, 1.835424, 2.078268], [0.347858, -2.566443, 0.127594], [2.431189, -0.951910, 1.362606], [0.453728, -1.142196, 2.367916]], "atomic_forces_ev_per_a": [[-3.33, 3.03, 0.72], [2.24, 0.11, -1.92], [-0.35, -0.08, 2.08], [-1.09, -0.34, 0.14], [3.18, -4.01, -0.92], [-0.82, 1.33, 1.28], [-1.11, 1.18, 1.69], [-0.63, -0.16, 1.39], [1.03, 0.23, -1.74], [0.14, 0.09, -0.28], [-1.10, 0.01, 0.45], [0.71, 1.33, -1.38], [1.26, -1.54, 0.67], [-0.48, -0.36, 0.06], [0.60, 0.00, -1.53], [0.87, 0.18, -0.71], [-0.51, -0.70, -1.11], [-0.62, -0.31, 1.11]], "mulliken_charge": [-0.333, -0.461, -0.352, 0.545, 0.444, -0.371, -0.497, 0.978, -0.586, -0.554, -0.508, -0.550, 0.283, 0.401, 0.369, 0.440, 0.328, 0.424]}



| no. | total energy (eV) |
| --- | --- |
| 1 | -38255.292 |
| 2 | -19314.445 |
| 3 | -7165.644 |
| 4 | -17485.310 |